P:
{"formula": "C10H10N2O2", "method": "ωB97M-V/def2-TZVPD", "elements": ["O", "C", "C", "C", "N", "C", "O", "N", "H", "H", "H", "H", "C", "C", "C", "C", "C", "C", "H", "H", "H", "H", "H", "H"], "positions_angstrom": [[0.878, -1.862, 1.473], [1.474, -0.850, 1.066], [1.196, 0.573, 1.266], [1.779, 1.480, 0.440], [2.846, 1.095, -0.442], [3.339, -0.187, -0.580], [4.147, -0.509, -1.434], [2.718, -1.042, 0.333], [0.450, 0.733, 2.001], [1.475, 2.513, 0.357], [3.092, 1.787, -1.270], [2.787, -2.012, -0.094], [-2.608, 1.127, 0.160], [-1.270, 0.748, 0.208], [-0.844, -0.533, -0.055], [-1.787, -1.419, -0.610], [-3.115, -1.036, -0.805], [-3.558, 0.253, -0.360], [-2.858, 2.134, 0.470], [-0.495, 1.465, 0.481], [0.194, -0.863, 0.012], [-1.460, -2.474, -0.823], [-3.786, -1.751, -1.347], [-4.592, 0.628, -0.446]], "lumo_energy_ha": 0.000, "orbital_gap_ev": 9.3}

***

Q:
{"formula": "C10H10N2O2", "method": "ωB97M-V/def2-TZVPD", "elements": ["C", "O", "C", "C", "C", "C", "N", "N", "C", "C", "C", "C", "O", "C", "H", "H", "H", "H", "H", "H", "H", "H", "H", "H"], "positions_angstrom": [[-0.828, 1.466, -3.155], [0.523, 0.991, -2.625], [0.417, 0.687, -1.260], [1.254, 0.992, -0.260], [1.178, 0.507, 1.061], [2.180, 0.483, 2.059], [1.890, 0.026, 3.238], [0.646, -0.681, 3.655], [-0.124, -0.801, 2.695], [0.051, -0.235, 1.404], [-0.929, -0.653, 0.411], [-0.858, -0.126, -0.953], [-1.519, -0.648, -2.024], [-2.487, -1.776, -2.065], [-1.201, 2.600, -2.747], [-1.703, 0.615, -2.822], [-0.589, 1.531, -4.354], [2.316, 1.559, 0.085], [2.799, 1.346, 1.721], [-0.965, -1.230, 3.025], [-1.637, -1.360, 0.670], [-2.058, -2.732, -1.727], [-2.486, -1.935, -3.153], [-3.375, -1.816, -1.373]], "lumo_energy_ha": 0.004, "orbital_gap_ev": 9.0}

***

Last place for stability: Q

***

P:
{"formula": "C2H3N2OS", "method": "ωB97M-V/def2-TZVPD", "elements": ["C", "N", "N", "C", "O", "S", "H", "H", "H"], "positions_angstrom": [[-0.310, -0.533, 1.504], [-0.269, 0.467, 0.462], [0.031, 0.026, -0.641], [0.152, 0.575, -1.859], [-0.631, 1.003, -2.609], [1.877, 0.607, -2.039], [0.785, -0.706, 1.781], [-0.727, -1.503, 1.173], [-0.907, 0.063, 2.230]], "lumo_energy_ha": 0.145, "total_charge": -1, "orbital_gap_ev": 7.1}

***

Q:
{"formula": "C2H3N2OS", "method": "ωB97M-V/def2-TZVPD", "elements": ["O", "N", "C", "C", "N", "S", "H", "H", "H"], "positions_angstrom": [[0.545, 2.488, 0.826], [-0.484, 2.108, 0.267], [-0.588, 0.617, -0.086], [0.441, -0.574, -0.162], [0.075, -1.731, -0.492], [0.938, -3.176, -0.250], [-1.163, 0.503, -1.089], [-1.143, 0.190, 0.802], [1.379, -0.425, 0.184]], "lumo_energy_ha": 0.108, "total_charge": -1, "orbital_gap_ev": 5.4}

***

Last place for stability: Q

***

P:
{"formula": "C2H2FN3O", "method": "ωB97M-V/def2-TZVPD", "elements": ["C", "C", "N", "N", "N", "O", "F", "H", "H"], "positions_angstrom": [[-1.023, -1.211, -0.451], [1.646, -0.621, 0.816], [-1.642, -1.278, 0.551], [1.774, -1.621, 1.477], [-1.958, -0.955, 1.687], [1.766, 0.330, 0.145], [-1.337, -1.251, -1.718], [1.187, -2.361, 1.581], [-2.169, -1.764, 2.326]], "lumo_energy_ha": [-0.016, -0.016], "orbital_gap_ev": [9.2, 9.2]}

***

Q:
{"formula": "C2H2FN3O", "method": "ωB97M-V/def2-TZVPD", "elements": ["C", "C", "H", "H", "N", "N", "N", "O", "F"], "positions_angstrom": [[-0.324, 0.273, -0.010], [1.307, -0.953, -0.393], [-2.488, 0.737, 0.366], [-0.836, 1.618, 1.786], [-1.243, 1.176, 0.594], [-0.385, -0.068, -1.248], [0.730, -0.859, -1.496], [0.732, -0.221, 0.608], [2.506, -1.703, -0.206]], "lumo_energy_ha": -0.011, "orbital_gap_ev": 9.3}

***

Last place for stability: Q

***

P:
{"formula": "C5H13NS2", "method": "ωB97M-V/def2-TZVPD", "elements": ["N", "C", "C", "S", "S", "C", "C", "C", "H", "H", "H", "H", "H", "H", "H", "H", "H", "H", "H", "H", "H"], "positions_angstrom": [[-2.937, -1.190, -0.150], [-2.447, -0.774, 1.168], [-1.133, -0.057, 1.183], [-0.993, 1.252, 0.083], [0.596, 0.737, -1.154], [1.226, -0.834, -0.515], [2.249, -0.723, 0.590], [3.605, -0.247, 0.020], [-2.924, -2.187, -0.318], [-2.482, -0.681, -0.919], [-3.221, -0.136, 1.638], [-2.406, -1.687, 1.788], [-0.724, 0.131, 2.175], [-0.897, -1.006, -1.937], [0.357, -1.426, -0.228], [1.696, -1.387, -1.339], [2.372, -1.675, 1.139], [1.882, -0.004, 1.334], [3.879, -0.819, -0.869], [3.661, 0.831, -0.171], [4.391, -0.378, 0.766]], "lumo_energy_ha": -0.087, "orbital_gap_ev": 4.9}

***

Q:
{"formula": "C5H13NS2", "method": "ωB97M-V/def2-TZVPD", "elements": ["C", "C", "C", "S", "S", "C", "C", "N", "H", "H", "H", "H", "H", "H", "H", "H", "H", "H", "H", "H", "H"], "positions_angstrom": [[0.222, 3.250, 0.316], [1.583, 2.699, 0.710], [1.657, 1.213, 0.987], [1.822, 0.338, -0.606], [0.990, -1.535, -0.370], [-0.874, -1.560, -0.427], [-1.242, -2.807, -1.158], [-2.332, -3.541, -0.466], [-0.030, 4.126, 0.900], [-0.591, 2.541, 0.141], [0.250, 3.585, -0.743], [1.939, 3.225, 1.604], [2.353, 2.894, -0.061], [2.478, 0.993, 1.675], [0.756, 0.922, 1.541], [-1.267, -1.508, 0.589], [-1.086, -0.590, -0.885], [-1.544, -2.675, -2.197], [-0.399, -3.509, -1.179], [-2.527, -4.434, -0.901], [-2.159, -3.625, 0.532]], "lumo_energy_ha": 0.031, "orbital_gap_ev": 9.4}

***

R:
{"formula": "C5H13NS2", "method": "ωB97M-V/def2-TZVPD", "elements": ["C", "N", "C", "C", "S", "C", "C", "S", "H", "H", "H", "H", "H", "H", "H", "H", "H", "H", "H", "H", "H"], "positions_angstrom": [[0.946, -2.358, 0.117], [0.848, -1.161, -0.722], [-0.383, -0.365, -0.701], [-0.363, 0.702, -1.767], [-1.900, 1.472, -2.206], [-0.850, 0.311, 0.594], [0.028, 1.293, 1.221], [1.707, 0.821, 1.710], [1.465, -2.368, 1.224], [-0.241, -2.807, 0.135], [1.657, -3.117, -0.507], [1.711, -0.654, -0.650], [-1.156, -0.995, -1.089], [0.061, 0.213, -2.699], [0.266, 1.331, -1.178], [-2.566, 1.984, -0.986], [-0.791, -0.504, 1.397], [-1.806, 0.685, 0.559], [-0.572, 1.443, 2.130], [0.097, 2.245, 0.545], [1.841, 1.828, 2.871]], "lumo_energy_ha": 0.016, "orbital_gap_ev": 9.2}

***

Last place for stability: P

***

P:
{"formula": "CH7N2O", "method": "ωB97M-V/def2-TZVPD", "elements": ["N", "C", "N", "H", "H", "H", "H", "H", "H", "H", "O"], "positions_angstrom": [[0.853, 0.540, -1.232], [0.508, -0.327, -0.323], [1.245, -1.208, 0.328], [1.826, 0.835, -1.347], [0.119, 1.074, -1.683], [-0.543, -0.461, -0.107], [0.843, -2.141, 0.430], [2.249, -1.239, 0.157], [-1.580, 1.060, 1.372], [-3.109, 1.272, 1.340], [-2.411, 0.596, 1.066]], "s_squared": 0.755, "lumo_energy_ha": [-0.338, -0.613], "total_charge": 2, "spin_multiplicity": 2, "orbital_gap_ev": [11.8, 3.7]}

***

Q:
{"formula": "CH7N2O", "method": "ωB97M-V/def2-TZVPD", "elements": ["O", "H", "H", "H", "N", "C", "N", "H", "H", "H", "H"], "positions_angstrom": [[1.449, -1.187, -0.029], [-0.233, -0.803, -0.899], [1.354, -2.091, 0.309], [2.168, -1.252, -0.679], [-1.088, -0.190, -0.718], [-0.625, 0.439, 0.544], [-0.057, 1.555, 0.436], [-1.287, 0.556, -1.400], [-1.973, -0.732, -0.657], [-0.688, -0.282, 1.398], [0.685, 1.709, 1.169]], "s_squared": 0.758, "lumo_energy_ha": [-0.432, -0.582], "total_charge": 2, "spin_multiplicity": 2, "orbital_gap_ev": [10.0, 5.9]}

***

Last place for stability: Q

***

P:
{"formula": "C2H10N2", "method": "ωB97M-V/def2-TZVPD", "elements": ["C", "C", "N", "H", "H", "H", "H", "H", "H", "H", "N", "H", "H", "H"], "positions_angstrom": [[1.832, -0.654, -0.849], [1.166, -0.742, 0.515], [0.073, 0.223, 0.668], [1.848, 0.391, -1.184], [2.854, -1.026, -0.823], [1.243, -1.205, -1.575], [0.733, -1.747, 0.587], [1.893, -0.658, 1.321], [0.025, 0.477, 1.643], [0.171, 1.030, 0.075], [-3.072, 1.264, -0.130], [-2.104, 1.228, 0.174], [-3.094, 0.711, -0.978], [-3.566, 0.707, 0.557]], "lumo_energy_ha": 0.039, "orbital_gap_ev": 10.3}

***

Q:
{"formula": "C2H10N2", "method": "ωB97M-V/def2-TZVPD", "elements": ["C", "N", "H", "H", "H", "H", "H", "C", "N", "H", "H", "H", "H", "H"], "positions_angstrom": [[3.044, -0.344, -1.590], [1.656, -0.876, -1.355], [3.483, -0.342, -0.649], [3.064, 0.722, -1.859], [3.674, -0.937, -2.409], [0.856, -0.807, -2.001], [1.682, -1.573, -0.581], [-2.800, 0.587, 1.057], [-2.163, 0.450, 2.321], [-2.651, -0.290, 0.431], [-2.380, 1.377, 0.348], [-3.884, 0.679, 1.185], [-1.203, 0.167, 2.122], [-2.378, 1.188, 2.981]], "lumo_energy_ha": 0.036, "orbital_gap_ev": 9.7}

***

Last place for stability: Q

***

P:
{"formula": "C6H13N2OS", "method": "ωB97M-V/def2-TZVPD", "elements": ["C", "C", "C", "C", "C", "C", "N", "N", "O", "S", "H", "H", "H", "H", "H", "H", "H", "H", "H", "H", "H", "H", "H"], "positions_angstrom": [[-0.518, -1.058, 1.110], [-1.047, 1.376, 1.191], [-0.053, 1.004, 0.056], [0.938, 2.004, -0.242], [0.567, -3.409, 0.916], [-0.962, 0.799, -1.277], [0.395, -0.328, 0.557], [-0.456, -2.395, 1.340], [-0.128, 1.051, -2.348], [-1.837, -0.174, 1.738], [-0.545, 1.783, 2.047], [-1.711, 2.301, 0.854], [1.641, 1.478, -0.778], [1.454, 2.353, 0.660], [0.731, 2.834, -0.880], [0.604, -4.134, 1.685], [0.198, -3.771, -0.129], [1.639, -3.171, 0.838], [-1.861, 1.445, -1.180], [-1.499, -0.170, -1.418], [1.264, -0.858, 0.238], [-1.261, -2.734, 1.998], [-0.570, 1.276, -3.174]], "lumo_energy_ha": -0.107, "total_charge": 1, "orbital_gap_ev": 10.6}

***

Q:
{"formula": "C6H13N2OS", "method": "ωB97M-V/def2-TZVPD", "elements": ["C", "C", "N", "C", "S", "C", "C", "C", "N", "O", "H", "H", "H", "H", "H", "H", "H", "H", "H", "H", "H", "H", "H"], "positions_angstrom": [[-0.406, -0.642, -2.427], [-0.748, 0.760, -2.051], [-1.334, 1.477, -2.865], [-0.394, 1.281, -0.662], [1.350, 0.936, -0.279], [1.540, 0.284, 1.398], [0.947, -1.092, 1.613], [-0.553, -1.136, 1.431], [-1.413, -0.370, 2.291], [-1.012, -1.763, 0.570], [-0.230, -1.230, -1.534], [-1.178, -1.064, -3.044], [0.511, -0.663, -3.003], [-1.530, 2.411, -2.502], [-1.080, 0.879, 0.076], [-0.490, 2.351, -0.634], [1.677, -0.117, -1.057], [1.199, 1.006, 2.120], [2.606, 0.211, 1.553], [1.176, -1.388, 2.633], [1.387, -1.839, 0.975], [-1.505, -0.872, 3.173], [-0.995, 0.531, 2.511]], "lumo_energy_ha": -0.132, "total_charge": 1, "orbital_gap_ev": 10.3}

***

Last place for stability: Q

***

P:
{"formula": "C5H3FOS", "method": "ωB97M-V/def2-TZVPD", "elements": ["F", "C", "C", "C", "C", "O", "C", "S", "H", "H", "H"], "positions_angstrom": [[-0.764, -0.624, 1.943], [-0.497, -0.585, 0.690], [-1.074, -1.492, -0.095], [-0.504, -1.628, -1.330], [0.246, -0.590, -1.866], [0.647, 0.387, -1.135], [0.384, 0.495, 0.156], [0.735, 1.916, 0.668], [-1.575, -2.221, 0.292], [-0.636, -2.531, -1.903], [0.816, -0.575, -2.802]], "lumo_energy_ha": -0.008, "orbital_gap_ev": 8.0}

***

Q:
{"formula": "C5H3FOS", "method": "ωB97M-V/def2-TZVPD", "elements": ["C", "C", "C", "C", "C", "O", "F", "S", "H", "H", "H"], "positions_angstrom": [[-0.752, 1.128, -0.007], [-1.438, -1.455, 0.056], [0.471, 0.628, -0.040], [-0.136, -1.556, -0.012], [1.818, 1.088, -0.017], [2.827, 0.462, 0.165], [0.700, -2.553, -0.112], [-2.176, 0.142, 0.082], [-1.009, 2.180, -0.011], [-2.159, -2.254, 0.098], [1.853, 2.190, -0.203]], "lumo_energy_ha": -0.007, "orbital_gap_ev": 8.8}

***

Last place for stability: Q